Molecular formula: C42H40BN2O6
Method: DFT, ωB97M-V/def2-TZVPD

As for the total energy: -2210.09434 Ha. The value obtained for the HOMO energy is -11.05 eV. The HOMO-LUMO gap comes out at 7.856 eV.

Geometry as ORCA input:
```
! RIJCOSX wB97M-V def2-TZVPD def2/J DEFGRID3
* xyz 1 1
C 1.61620 5.99179 -3.48128
C 0.78150 5.54075 -2.21522
O -0.61877 5.29846 -2.56347
B -1.07414 4.37976 -1.60383
O -1.21651 4.80851 -0.24988
C -1.43261 2.81952 -1.90098
N -2.66606 2.79828 -2.78317
C -2.42887 2.26042 -4.16029
C -1.00346 2.56218 -4.76090
N 0.12974 2.47560 -3.81306
C -0.23305 1.96815 -2.48607
C 0.96788 1.82852 -1.46715
C 2.33812 1.45861 -2.10507
C 2.95796 0.18841 -1.69051
C 4.27084 -0.20347 -2.22037
C 5.01100 0.59405 -3.19776
C 4.37958 1.86567 -3.61043
C 5.14386 2.74249 -4.66002
C 3.09948 2.26603 -3.05159
H 1.44778 5.28004 -4.33936
H 1.32397 7.01908 -3.81371
H 2.71326 6.00394 -3.23800
H 0.90504 6.26212 -1.37104
H 1.27243 4.57678 -1.87572
H -0.56828 4.24840 0.23091
H -1.73212 2.32848 -0.92782
H -3.05361 3.75182 -2.80916
H -3.40103 2.21679 -2.35414
H -2.68239 1.16712 -4.24416
H -3.17559 2.77401 -4.83226
H -0.76452 1.91084 -5.64639
H -1.03633 3.62061 -5.15806
H 0.69399 3.32013 -3.77580
H -0.62169 0.91607 -2.64464
H 0.69162 0.97202 -0.78525
H 1.11888 2.71652 -0.79868
H 2.48924 -0.51720 -0.96946
H 4.74135 -1.14930 -1.87312
H 5.99798 0.27245 -3.60557
H 5.21442 2.12197 -5.60162
H 6.18333 3.00156 -4.34730
H 4.55377 3.65172 -4.94893
H 2.69133 3.25756 -3.38001
C 1.21280 -3.58791 -0.38010
C 0.95601 -4.87230 0.09126
C -0.34819 -5.27251 0.34597
C -1.40048 -4.38565 0.14194
C -1.14111 -3.08996 -0.30726
C 0.16789 -2.69850 -0.57852
C -2.24502 -2.11909 -0.48177
O -2.01520 -0.98541 -0.87870
C -3.62904 -2.53929 -0.15969
C -4.67059 -1.62041 -0.26327
C -5.97095 -2.00886 0.02384
C -6.23860 -3.32001 0.40716
C -5.20386 -4.23780 0.51742
C -3.89636 -3.84818 0.24404
C -2.79281 -4.82908 0.40032
O -3.02479 -5.97122 0.73886
H 2.23132 -3.28007 -0.58725
H 1.77456 -5.56238 0.25789
H -0.54352 -6.27498 0.70770
H 0.37338 -1.69749 -0.94078
H -4.46858 -0.59922 -0.56410
H -6.77917 -1.29066 -0.05248
H -7.25560 -3.62454 0.62443
H -5.41635 -5.25595 0.82099
C 2.55014 -2.69553 8.24112
C 3.43446 -3.06245 7.23027
C 3.12228 -2.80105 5.90423
C 1.91808 -2.18177 5.58200
C 1.02035 -1.83561 6.59457
C 1.34563 -2.08424 7.92492
C -0.28887 -1.21953 6.26427
O -1.06975 -0.91413 7.14341
C -0.63220 -0.99031 4.83738
C -1.87926 -0.46620 4.50575
C -2.20413 -0.23647 3.17624
C -1.28037 -0.52083 2.17282
C -0.03945 -1.04793 2.49984
C 0.28433 -1.29300 3.83041
C 1.60206 -1.89068 4.16274
O 2.40554 -2.14194 3.28361
H 2.79967 -2.89231 9.27720
H 4.36933 -3.55115 7.47844
H 3.81594 -3.08374 5.12137
H 0.65836 -1.80548 8.71472
H -2.59967 -0.24067 5.28326
H -3.17767 0.16645 2.91970
H -1.53061 -0.33480 1.13774
H 0.67451 -1.27244 1.71643
*
```

Löwdin atomic charge list, values in e, 4 entries: -0.057, -0.203, 0.039, -0.531